P.
{"formula": "C13H44O9", "method": "ωB97M-V/def2-TZVPD", "symbols": ["C", "C", "C", "O", "H", "H", "H", "H", "H", "H", "H", "H", "C", "C", "C", "O", "H", "H", "H", "H", "H", "H", "H", "H", "C", "O", "H", "H", "H", "H", "C", "O", "H", "H", "H", "H", "C", "O", "H", "H", "H", "H", "C", "O", "H", "H", "H", "H", "C", "O", "H", "H", "H", "H", "C", "O", "H", "H", "H", "H", "C", "O", "H", "H", "H", "H"], "xyz": [[8.489, -25.004, -0.734], [7.328, -25.793, -1.260], [5.891, -25.200, -0.976], [7.465, -25.984, -2.642], [8.591, -23.952, -0.999], [9.465, -25.419, -0.986], [8.601, -25.058, 0.349], [7.323, -26.749, -0.736], [5.644, -24.229, -1.404], [5.922, -25.069, 0.106], [5.048, -25.885, -1.070], [6.731, -26.493, -2.995], [10.684, -22.327, 0.269], [10.217, -23.746, 0.669], [11.363, -24.409, 1.415], [9.165, -23.754, 1.551], [11.741, -22.335, 0.003], [10.522, -21.565, 1.031], [10.088, -22.020, -0.591], [9.923, -24.360, -0.182], [11.527, -23.912, 2.371], [12.295, -24.404, 0.850], [11.188, -25.482, 1.498], [8.475, -23.222, 1.149], [13.574, -23.588, 0.475], [14.025, -22.313, 0.709], [14.372, -23.991, -0.148], [13.568, -24.271, 1.324], [12.675, -23.554, -0.139], [14.768, -22.314, 1.317], [13.051, -27.210, 1.637], [12.560, -25.876, 1.731], [14.010, -27.264, 1.122], [13.423, -27.538, 2.608], [12.346, -27.880, 1.146], [12.115, -25.746, 2.572], [7.180, -23.319, 0.879], [8.167, -22.574, 0.194], [7.399, -23.951, 1.739], [6.397, -22.694, 1.309], [6.603, -23.909, 0.167], [7.714, -21.948, -0.374], [9.949, -23.169, 3.926], [9.684, -24.322, 3.224], [11.014, -22.955, 4.012], [9.410, -22.404, 3.367], [9.551, -23.258, 4.937], [9.944, -24.157, 2.315], [10.874, -26.846, 3.176], [11.050, -25.525, 3.642], [10.881, -26.815, 2.087], [11.650, -27.546, 3.486], [9.929, -27.377, 3.288], [10.341, -24.962, 3.323], [9.241, -20.093, -1.115], [10.246, -19.459, -1.950], [8.436, -20.659, -1.582], [9.755, -20.807, -0.471], [8.730, -19.329, -0.529], [11.062, -19.292, -1.472], [8.266, -25.660, 1.972], [8.241, -26.867, 1.282], [9.065, -24.978, 1.678], [7.271, -25.216, 2.001], [8.619, -26.075, 2.915], [9.129, -27.225, 1.208]], "total_charge": 0, "multiplicity": 1, "orbital_gap_ev": 8.34}

Q.
{"formula": "C13H44O9", "method": "ωB97M-V/def2-TZVPD", "symbols": ["C", "C", "C", "O", "H", "H", "H", "H", "H", "H", "H", "H", "C", "C", "C", "O", "H", "H", "H", "H", "H", "H", "H", "H", "C", "O", "H", "H", "H", "H", "C", "O", "H", "H", "H", "H", "C", "O", "H", "H", "H", "H", "C", "O", "H", "H", "H", "H", "C", "O", "H", "H", "H", "H", "C", "O", "H", "H", "H", "H", "C", "O", "H", "H", "H", "H"], "xyz": [[-3.157, 0.148, 3.052], [-2.647, 1.113, 4.133], [-1.579, 2.031, 3.465], [-3.712, 1.948, 4.596], [-2.357, -0.516, 2.725], [-3.368, 0.622, 2.093], [-4.085, -0.382, 3.265], [-2.217, 0.703, 5.047], [-1.227, 2.760, 4.194], [-2.012, 2.530, 2.598], [-0.705, 1.502, 3.085], [-3.713, 2.797, 4.149], [2.307, -2.389, -2.299], [2.564, -2.115, -3.802], [1.223, -1.998, -4.525], [3.359, -0.892, -3.931], [1.768, -3.321, -2.126], [1.816, -1.533, -1.836], [3.258, -2.476, -1.774], [3.150, -2.950, -4.187], [1.245, -1.759, -5.588], [0.640, -1.147, -4.172], [0.729, -2.961, -4.398], [2.940, -0.125, -3.535], [2.882, 2.278, -2.764], [2.745, 1.053, -2.170], [2.299, 2.482, -3.662], [2.494, 3.066, -2.118], [3.953, 2.373, -2.945], [3.092, 1.103, -1.276], [0.560, -1.617, 4.202], [1.677, -1.148, 3.502], [0.865, -1.512, 5.243], [-0.399, -1.187, 3.913], [0.539, -2.690, 4.017], [1.391, -1.304, 2.599], [3.906, -0.288, 0.644], [4.534, 0.842, 0.170], [3.208, -0.070, 1.453], [3.534, -0.982, -0.109], [4.790, -0.758, 1.075], [5.445, 0.580, 0.321], [-0.643, 4.056, -0.803], [-1.820, 4.544, -1.395], [-0.128, 4.994, -0.597], [-0.931, 3.593, 0.141], [0.067, 3.433, -1.347], [-1.631, 4.829, -2.292], [0.126, 0.027, 0.018], [-1.039, -0.459, -0.569], [0.464, 0.953, -0.447], [-0.189, 0.236, 1.040], [0.877, -0.752, -0.117], [-1.278, -1.357, -0.329], [-4.235, 0.842, -0.993], [-3.784, -0.484, -1.291], [-3.646, 1.573, -1.547], [-5.233, 1.017, -1.395], [-4.194, 1.125, 0.059], [-2.864, -0.489, -1.017], [-2.039, -3.591, -0.246], [-1.770, -3.008, 0.993], [-1.148, -3.466, -0.861], [-2.319, -4.644, -0.292], [-2.931, -3.121, -0.660], [-1.450, -3.659, 1.621]], "total_charge": 0, "multiplicity": 1, "orbital_gap_ev": 10.01, "smiles": "CC(C)O.CC(C)O.CO.CO.CO.CO.CO.CO.CO"}

Compare the structures above. Which one is the most stable? Q is.